# 1
Computed, not measured: C39H41BCl2MgN6OS2Te as an isolated structure, with ωB97M-V with the def2-TZVPD basis set.

Last column: Löwdin charge in e.
Atoms and positions in Å:
Mg -0.12419 -0.24106 -0.31084  0.379
C -0.71073 -4.43397 3.00117  -0.014
C -1.21805 -3.16934 2.39537  -0.259
C -2.32227 -2.42433 2.74689  0.036
C -2.33922 -1.35289 1.84976  -0.234
N -1.30689 -1.43427 1.01479  0.071
N -0.62273 -2.55948 1.35645  0.045
B 0.65069 -2.99882 0.59093  -0.511
N 1.82196 -2.02218 0.85761  0.042
N 1.77119 -0.70588 0.51528  0.061
C 2.88267 -0.15004 0.99736  -0.240
C 3.67120 -1.11520 1.62631  0.032
C 2.96237 -2.28939 1.51499  -0.269
C 3.33378 -3.64779 2.00589  -0.011
C 3.18585 1.28996 0.91650  -0.168
C 3.93868 1.87862 1.93492  -0.036
C 4.23741 3.23078 1.90029  -0.092
C 3.78327 4.01897 0.84897  -0.093
C 3.03196 3.44185 -0.16283  -0.081
C 2.74204 2.08528 -0.13156  -0.087
N 0.34319 -3.08823 -0.91078  0.026
N -0.13890 -2.03345 -1.63155  0.072
C -0.29496 -2.48232 -2.88099  -0.245
C 0.09325 -3.82319 -2.96424  0.024
C 0.49037 -4.16716 -1.69551  -0.280
C 1.00905 -5.47746 -1.20787  -0.013
C -0.78195 -1.66678 -4.00938  -0.182
C -1.32172 -0.39543 -3.84745  -0.056
C -1.71373 0.34762 -4.95057  -0.068
C -1.59006 -0.17396 -6.22909  -0.077
C -1.07514 -1.44883 -6.40069  -0.081
C -0.67430 -2.18528 -5.29970  -0.036
C -3.30569 -0.24408 1.82208  -0.169
C -3.81685 0.23967 3.02635  -0.044
C -4.71773 1.29065 3.03780  -0.085
C -5.12252 1.86889 1.84185  -0.083
C -4.63270 1.38048 0.64141  -0.079
C -3.73429 0.32423 0.62968  -0.055
H -1.36244 -4.72305 3.82333  0.082
H 0.29935 -4.31297 3.39210  0.074
H -0.68984 -5.24701 2.27577  0.082
H -3.03938 -2.64861 3.51699  0.114
H 0.97791 -4.07326 0.98758  0.109
H 4.63319 -0.98198 2.08687  0.113
H 4.31224 -3.59928 2.47887  0.083
H 3.38251 -4.36766 1.18959  0.079
H 2.61878 -4.02441 2.73619  0.072
H 4.27114 1.27635 2.77055  0.112
H 4.82010 3.67229 2.69872  0.105
H 4.00931 5.07665 0.82532  0.105
H 2.65365 4.04308 -0.97904  0.113
H 2.15242 1.65544 -0.92704  0.013
H 0.07738 -4.47077 -3.82013  0.107
H 1.02322 -6.18437 -2.03449  0.083
H 0.38590 -5.88765 -0.41440  0.081
H 2.02282 -5.38537 -0.81914  0.077
H -1.43881 0.03389 -2.85946  0.057
H -2.11989 1.33654 -4.80886  0.057
H -1.89523 0.41265 -7.08477  0.102
H -0.97934 -1.87162 -7.39186  0.101
H -0.25885 -3.17064 -5.45216  0.099
H -3.48805 -0.20464 3.95716  0.109
H -5.10264 1.66096 3.97893  0.100
H -5.82244 2.69321 1.84665  0.101
H -4.94589 1.82745 -0.29107  0.090
H -3.36771 -0.06595 -0.31088  0.102
Te -0.90045 2.33958 -0.78558  0.941
C -1.84137 2.89863 -2.57090  -1.031
C -3.18367 2.92531 -2.83504  -0.255
C -3.50104 3.54124 -4.07773  -0.207
C -2.39206 3.97483 -4.73929  -0.443
S -0.97333 3.63698 -3.84774  0.915
H -3.91923 2.51473 -2.16103  0.074
H -4.50482 3.65152 -4.45860  0.098
H -2.33900 4.46692 -5.69509  0.060
O 0.22458 1.01774 1.80291  -0.625
S -0.40288 2.24510 2.42391  0.850
C -0.20424 2.14050 4.20866  -0.320
C -0.09543 3.60775 4.59867  -0.244
C 1.03812 4.15828 3.72343  -0.213
C 0.83317 3.58451 2.31418  -0.308
H 0.70600 1.57757 4.41530  0.105
H -1.07218 1.62850 4.62220  0.086
H 0.07535 3.74788 5.66468  0.113
H -1.03322 4.11069 4.34811  0.113
H 1.99245 3.80628 4.11909  0.107
H 1.06494 5.24728 3.71882  0.111
H 1.72315 3.10812 1.90432  0.039
H 0.45907 4.30226 1.58481  0.077
Cl 3.43373 -2.06501 -2.25070  0.577
C 3.47429 -0.39413 -2.84235  -0.950
Cl 1.85461 0.26129 -3.09622  0.626
H 3.98977 -0.38974 -3.79719  0.026
H 3.97998 0.21991 -2.10254  0.021

The spin multiplicity is 1. The calculation puts the total energy at -4124.47436 Ha. The gap between HOMO and LUMO comes out at 7.34 eV.

=====

# 2
Computed, not measured: C39H41ClN4O6PSSiTi as an isolated structure, with ωB97M-V with the def2-TZVPD basis set.

Last column: Löwdin charge in e.
Atoms and positions in Å:
Ti 0.49212 1.06874 0.23124  1.042
O 1.43250 4.14733 -1.52011  -0.233
S 1.92724 2.86620 -1.14132  0.382
O 3.26652 2.51467 -1.50034  -0.245
O 1.68794 2.59673 0.36595  -0.405
O 0.96378 1.73696 -1.58589  -0.494
O 0.05920 2.05662 2.06448  -0.229
C -0.24921 3.42854 2.37818  -0.166
C -1.70252 3.52360 2.79793  -0.135
C -2.62465 2.70602 1.88743  -0.133
C -2.59098 3.13938 0.45168  -0.266
C -3.62233 3.92796 -0.04177  -0.014
C -3.60210 4.34500 -1.36153  -0.038
C -2.54138 3.95323 -2.15406  -0.025
C -1.55085 3.16427 -1.59607  -0.106
N -1.55558 2.75337 -0.32062  0.111
H -0.19422 1.44892 2.77087  0.093
H -0.03506 3.98300 1.46951  0.121
H 0.42586 3.77203 3.16154  0.139
H -1.99442 4.57613 2.79898  0.131
H -1.82022 3.16386 3.82412  0.122
H -3.64496 2.78540 2.26364  0.125
H -2.34581 1.65356 1.94587  0.074
H -4.43260 4.21220 0.61665  0.120
H -4.39753 4.96270 -1.75733  0.118
H -2.46401 4.25225 -3.18950  0.117
H -0.71297 2.84766 -2.19433  0.091
Cl 2.90267 0.73015 2.81258  0.785
C 4.25410 0.96293 1.73895  -0.629
C 5.35429 1.65994 2.20429  -0.086
C 6.43905 1.84143 1.36112  -0.051
C 6.41252 1.32831 0.07181  -0.048
C 5.30269 0.63454 -0.37845  -0.063
C 4.20367 0.43271 0.45263  -0.374
P 2.71181 -0.42696 -0.13563  1.128
C 3.16416 -1.02375 -1.80768  -0.329
C 3.89272 -2.21254 -1.92121  -0.075
C 4.30641 -2.66718 -3.16198  -0.060
C 3.99805 -1.94633 -4.30736  -0.065
C 3.28420 -0.76381 -4.20343  -0.058
C 2.87147 -0.29980 -2.96152  -0.090
C 2.67420 -2.01280 0.75344  -0.386
C 3.64744 -2.40119 1.66685  -0.085
C 3.65492 -3.69850 2.16316  -0.058
C 2.69720 -4.61102 1.74720  -0.072
C 1.71766 -4.22466 0.84052  -0.078
C 1.70608 -2.93035 0.34835  -0.129
H 5.35387 2.05312 3.21127  0.111
H 7.30224 2.38962 1.71359  0.114
H 7.25277 1.47970 -0.59165  0.114
H 5.27929 0.26469 -1.39339  0.112
H 4.14650 -2.78576 -1.03981  0.108
H 4.87349 -3.58592 -3.23269  0.111
H 4.32083 -2.30333 -5.27649  0.110
H 3.05595 -0.18674 -5.09000  0.112
H 2.34890 0.63669 -2.88999  0.071
H 4.42351 -1.70951 1.96554  0.104
H 4.42145 -3.99840 2.86536  0.113
H 2.71553 -5.62508 2.12439  0.112
H 0.97601 -4.93782 0.50445  0.114
H 0.97104 -2.63907 -0.39430  0.105
N -9.44027 -2.08005 -1.61193  0.181
C -8.32178 -1.82427 -1.65147  -0.170
C -6.92120 -1.50227 -1.70121  -0.214
C -6.44644 -0.37402 -1.03711  -0.002
C -5.10079 -0.05926 -1.09240  0.010
C -4.23566 -0.88616 -1.79446  -0.183
C -4.69751 -2.01258 -2.45722  0.010
C -6.04599 -2.31725 -2.41616  0.000
N -2.84822 -0.56176 -1.83097  0.009
C -2.03277 -0.51659 -2.94417  0.003
C -0.81625 -0.10799 -2.50586  -0.070
N -0.86829 0.06618 -1.13780  -0.021
C -2.10127 -0.22386 -0.77041  -0.136
H -7.13584 0.25899 -0.49605  0.129
H -4.72477 0.83859 -0.61710  0.116
H -4.00721 -2.65398 -2.98904  0.126
H -6.42357 -3.19185 -2.92695  0.130
H -2.39712 -0.75040 -3.92831  0.135
H 0.08534 0.07071 -3.06175  0.107
H -2.48790 -0.18963 0.23395  0.131
C -1.52144 -2.79317 1.20682  -0.149
Si -0.72981 -1.46897 2.28195  0.356
C 0.52529 -2.13249 3.49154  -0.134
C -2.11628 -0.66903 3.27159  -0.159
O -0.03739 -0.28695 1.33931  -0.454
H -2.61090 -2.70483 1.21078  0.036
H -1.27668 -3.78829 1.58313  0.039
H -1.18258 -2.74150 0.17125  0.019
H 0.08765 -2.22777 4.48745  0.044
H 1.38745 -1.46979 3.56288  0.000
H 0.89188 -3.11546 3.19568  0.024
H -2.51026 -1.42517 3.95706  0.048
H -2.95784 -0.33912 2.65756  0.023
H -1.79208 0.17036 3.89429  0.035

The spin multiplicity is 1. The calculation puts the total energy at -4519.98888 Ha. The net charge is +1. The gap between HOMO and LUMO comes out at 7.96 eV.

=====

# 3
Computed, not measured: C39H42BCrN15O3 as an isolated structure in a non-equilibrium geometry, with ωB97M-V with the def2-TZVPD basis set.

Last column: Mulliken spin population.
Atoms and positions in Å:
Cr -0.18980 -0.57526 1.99382  3.916
C 1.66661 -0.14894 4.91991  0.067
C 2.30386 -0.90971 3.82528  -0.007
C 3.65999 -1.26082 3.70145  0.007
C 3.74545 -2.02743 2.52001  0.018
C 4.92823 -2.64705 1.82846  -0.001
N 2.55310 -2.10623 1.93356  0.039
N 1.62553 -1.36075 2.74728  -0.039
B 2.02758 -2.82709 0.65822  -0.019
N 1.68502 -1.67238 -0.29656  0.014
N 0.69693 -0.69521 0.07699  -0.175
C 0.38537 0.01849 -1.00509  -0.001
C -0.68024 1.07678 -1.06993  0.075
C 1.17607 -0.43818 -2.09004  0.016
C 1.98926 -1.46783 -1.56986  0.010
C 2.95345 -2.37222 -2.25539  0.000
N 0.61117 -3.45119 0.97124  0.057
N -0.46310 -2.67823 1.59164  -0.174
C -1.41045 -3.52648 1.93504  0.019
C -2.78684 -3.17602 2.43132  0.057
C -0.99641 -4.86661 1.60722  0.006
C 0.23109 -4.71530 0.93960  0.015
C 1.04921 -5.70155 0.11233  -0.001
H 2.40248 0.00211 5.69664  0.002
H 1.25419 0.81070 4.54753  -0.001
H 0.81046 -0.70363 5.25371  -0.013
H 4.50644 -1.06049 4.37019  0.000
H 5.80841 -2.65688 2.47431  0.000
H 4.61883 -3.64829 1.48641  0.001
H 5.17649 -2.02702 0.92108  0.001
H 2.80469 -3.58894 0.20406  0.000
H -1.46898 0.85915 -0.36752  -0.005
H -0.27116 2.08295 -0.92560  0.013
H -1.11091 1.02507 -2.08186  0.021
H 1.12410 -0.11783 -3.13530  0.001
H 2.98940 -2.19842 -3.35046  0.000
H 3.98062 -2.22247 -1.87798  0.001
H 2.65473 -3.42902 -2.08523  0.000
H -3.16190 -2.27712 1.86671  0.002
H -3.46759 -4.02988 2.29977  0.000
H -2.72508 -2.93738 3.48914  -0.006
H -1.53345 -5.79285 1.86987  0.000
H 0.50477 -6.63999 0.07032  0.000
H 1.17173 -5.26936 -0.88996  0.000
H 2.07166 -5.85982 0.50146  0.001
C -4.59715 1.09718 -2.73039  0.000
N -4.14703 0.09520 -1.76558  0.002
C -4.15136 0.14333 -0.36788  -0.001
N -3.56346 -0.93897 0.12095  0.011
C -3.14521 -1.59560 -1.02075  0.016
N -3.50694 -1.05894 -2.16709  -0.001
C -3.72517 1.05998 -4.01543  -0.002
C -4.02927 0.28317 -5.14492  0.001
C -3.14513 0.30688 -6.23050  0.000
C -1.98679 1.07021 -6.22037  0.002
C -1.69442 1.81558 -5.06618  0.003
C -2.59353 1.86187 -4.01118  -0.001
C -0.46648 2.52705 -4.95345  -0.003
N 0.39350 2.78409 -5.89309  0.000
N 1.50882 3.43178 -5.29901  0.000
C 1.25930 3.60673 -4.04460  -0.003
O -0.04810 3.12174 -3.74848  0.000
C 2.23413 3.91380 -2.98770  0.002
C 3.58225 3.96777 -3.31018  0.002
C 4.53138 4.06588 -2.26007  0.000
C 4.08849 4.19235 -0.95361  0.002
C 2.72536 4.18931 -0.67538  -0.003
C 2.24232 4.32172 0.76023  0.000
N 1.31070 3.27396 1.17326  0.007
C 1.51351 2.00776 1.54917  0.077
N 0.36512 1.46805 2.03344  -0.188
C -0.51746 2.54543 1.91437  0.059
N -0.00866 3.63344 1.43374  -0.004
C 1.76691 4.09164 -1.70711  0.000
H -4.52138 2.05960 -2.20383  0.000
H -5.64301 0.85698 -3.02001  0.000
H -4.51642 0.96390 0.27380  0.000
H -2.58864 -2.53254 -0.93639  0.001
H -4.92656 -0.34484 -5.15533  0.000
H -3.25524 -0.31499 -7.14028  0.000
H -1.34701 1.08666 -7.10966  0.000
H -2.38494 2.49337 -3.14476  0.000
H 3.87694 3.79060 -4.34167  0.000
H 5.59894 4.08157 -2.44860  0.000
H 4.76975 4.27165 -0.09934  0.000
H 1.68490 5.27457 0.87858  0.000
H 3.11835 4.30748 1.42461  0.001
H 2.43299 1.45240 1.53272  0.004
H -1.53768 2.47115 2.29487  -0.012
H 0.70683 4.07285 -1.46287  0.001
O -3.12349 1.53949 2.34921  0.011
C -2.87650 0.75917 3.32117  0.083
C -3.78664 0.72889 4.55399  -0.004
C -3.00889 -0.11034 5.53196  0.003
C -1.87224 -0.72784 4.67511  0.015
O -1.21686 -1.70140 5.05079  0.001
N -1.79303 -0.08856 3.45954  0.003
H -4.75484 0.26705 4.31373  0.000
H -3.94026 1.76313 4.86976  0.001
H -3.60112 -0.96896 5.95585  0.000
H -2.59055 0.47521 6.32105  0.000

The spin multiplicity is 5. The calculation puts the total energy at -3627.91804 Ha. The gap between HOMO and LUMO (spin up / spin down) comes out at 6.83 / 7.88 eV.

=====

# 4
Computed, not measured: C39H42BrF9Ge2N3O3Pt as an isolated structure, with ωB97M-V with the def2-TZVPD basis set.

Last column: Mulliken spin population.
Atoms and positions in Å:
Pt -0.35124 0.10604 0.63579  1.717
O -2.69424 4.91096 -0.54227  0.000
C -2.97936 4.18202 -1.67815  -0.005
C -3.68472 4.73686 -2.73321  0.000
C -3.98307 3.96006 -3.84331  0.000
C -3.58077 2.63469 -3.88987  0.000
C -2.87463 2.09290 -2.82379  0.007
C -2.55263 2.85884 -1.71438  0.027
C -1.82499 2.23941 -0.53555  -0.063
O -1.48216 0.94809 -0.79609  0.187
N -0.60966 3.04912 -0.22505  -0.005
N 0.49136 2.38168 0.11838  0.015
C 1.44993 2.99856 0.69870  0.064
C 2.76519 2.41333 0.92102  -0.021
Br 3.24600 0.96095 -0.18257  -0.002
C 3.64628 2.91563 1.78311  0.006
C 5.03128 2.42749 1.99678  0.001
C 5.28077 1.35317 2.84603  0.000
C 6.57648 0.89968 3.04555  0.001
C 7.63739 1.51701 2.39906  0.000
C 7.39620 2.58800 1.55059  0.000
C 6.10078 3.04184 1.35242  0.001
H -3.08097 5.79078 -0.62858  0.000
H -4.00541 5.77186 -2.68321  0.000
H -4.53693 4.39484 -4.66461  0.000
H -3.82034 2.02108 -4.74716  0.000
H -2.55734 1.06000 -2.82830  -0.007
H -2.49062 2.31369 0.34192  0.013
H -0.76798 3.95433 0.20338  0.000
H 1.33506 4.04372 1.00024  0.001
H 3.32022 3.76703 2.37652  0.000
H 4.45247 0.86338 3.33938  -0.001
H 6.75706 0.06295 3.70743  0.000
H 8.64788 1.16350 2.55372  0.000
H 8.21825 3.06953 1.03807  0.000
H 5.91103 3.87092 0.68261  0.000
F -5.03746 -2.07810 -1.24424  0.002
C -3.71019 -2.18930 -1.11736  0.009
F -3.39068 -3.44910 -1.42673  0.001
F -3.15339 -1.40256 -2.02699  -0.004
C -3.20267 -1.83462 0.31754  0.096
O -1.86507 -1.68745 0.29141  0.334
C -3.99411 -0.56227 0.80795  -0.022
F -5.20378 -0.87022 1.29331  0.000
F -4.19655 0.31765 -0.16403  0.001
F -3.33185 0.06378 1.78667  -0.012
C -3.57622 -3.01419 1.26912  -0.009
F -3.52070 -2.61695 2.55042  0.000
F -2.69692 -4.01154 1.13843  0.018
F -4.78660 -3.53088 1.05655  0.002
C 1.12821 -5.82368 1.35493  0.074
Ge 0.51863 -4.13031 2.11387  0.260
C 1.92520 -3.46093 3.29596  0.090
C -1.03739 -4.47155 3.23495  0.096
Ge 0.46709 -2.31482 -0.15001  0.329
C 2.39901 -2.83524 -0.16920  0.077
C 3.33155 -2.22890 0.66973  0.000
C 4.68990 -2.44301 0.49121  -0.023
C 5.13092 -3.26880 -0.53387  0.038
C 4.21380 -3.87331 -1.38152  -0.007
C 2.85196 -3.66464 -1.20124  0.128
C -0.27465 -3.30847 -1.64955  0.054
C -0.56104 -4.66943 -1.66732  0.050
C -1.01990 -5.27562 -2.82855  0.005
C -1.19142 -4.52631 -3.98350  0.008
C -0.91876 -3.16652 -3.97291  0.006
C -0.47037 -2.55791 -2.80871  0.120
H 1.46388 -6.41023 2.21434  0.015
H 1.96048 -5.67948 0.66944  -0.005
H 0.32881 -6.36520 0.85694  -0.006
H 1.73446 -3.92261 4.26711  -0.001
H 1.91361 -2.38164 3.41362  -0.016
H 2.89616 -3.77429 2.92372  0.004
H -0.62632 -4.70761 4.21794  0.007
H -1.58256 -5.32866 2.84549  0.007
H -1.71604 -3.63030 3.32753  -0.014
H 2.99791 -1.55334 1.44098  0.010
H 5.40478 -1.95062 1.14051  0.000
H 6.19112 -3.43219 -0.67780  0.002
H 4.55553 -4.50853 -2.18839  0.000
H 2.14933 -4.14848 -1.86462  0.007
H -0.44350 -5.26419 -0.77496  -0.031
H -1.24890 -6.33338 -2.82954  0.000
H -1.55000 -5.00001 -4.88778  0.001
H -1.06905 -2.57475 -4.86647  0.001
H -0.29588 -1.48720 -2.80069  -0.010
C -0.75938 -0.86262 4.37563  0.098
C 0.07662 0.23580 3.70585  -0.042
C 1.38891 0.45616 4.46243  0.094
C -0.71871 1.54464 3.65998  0.077
N 0.36664 -0.19046 2.36397  1.211
H -1.03504 -0.55280 5.38460  0.005
H -0.19274 -1.79291 4.44145  -0.011
H -1.66863 -1.04706 3.80220  -0.015
H 1.18115 0.78284 5.48237  0.002
H 1.98218 1.22303 3.96352  -0.016
H 1.97439 -0.46270 4.50946  -0.010
H -0.98536 1.84235 4.67483  0.004
H -1.63315 1.41755 3.07888  -0.019
H -0.12162 2.33792 3.20597  -0.004

The spin multiplicity is 6. The calculation puts the total energy at -9647.05913 Ha. The gap between HOMO and LUMO (spin up / spin down) comes out at 7.29 / 5.53 eV.